Record 1
DFT (ωB97M-V/def2-TZVPD) results for a 3-piece molecular cluster, C3H12N2O3 overall.

Element x y z (Å)
C  -0.1955  2.0366  -1.3159
C  0.6134  1.3614  -0.3038
C  0.4473  -0.0230  -0.0481
N  1.5357  -0.9211  -0.2548
O  -0.6602  -0.5251  -0.7468
N  -1.5280  2.4272  -0.7661
H  -0.3938  1.3661  -2.1497
H  0.3023  2.9375  -1.6731
H  0.0831  -0.1226  1.0455
H  1.1801  1.9424  0.4220
H  1.3929  -1.7509  0.3303
H  2.4650  -0.5301  -0.1532
H  -1.8058  1.6858  -0.1248
H  -1.4059  3.2266  -0.1472
H  -0.5258  -1.5192  -0.7616
H  -0.2293  -2.0760  1.3579
O  -0.1055  -2.9483  0.2156
H  -0.6010  -3.7652  0.1312
H  -0.4538  -1.5247  2.9022
O  -0.1151  -1.2773  2.0406

Cartesian forces (eV/Å) of the 6 atoms listed first:
C -0.66 0.46 -0.42
C -0.06 -0.25 1.24
C -0.43 -0.55 -3.70
N 0.88 0.27 1.07
O 0.09 0.27 0.14
N 0.52 -0.10 0.79

The largest force on an atom is 3.767 eV/A. The orbital gap is 6.45 eV. For the energy relative to the best compared isomer or geometry (same formula, charge and spin), the calculation gives 124.9 kcal/mol. The value obtained for the LUMO energy is -2.201 eV. Its total charge is 0.

=====

Record 2
DFT (ωB97M-V/def2-TZVPD) results for a 3-piece molecular cluster, C3H12N2O3 overall.

Element x y z (Å)
O  0.5269  -0.0889  1.4181
C  -0.6194  -0.3549  1.0481
N  -1.2336  0.4691  0.1604
C  -0.4295  1.6157  -0.2956
N  0.4747  1.2848  -1.3746
C  -1.3176  -1.5373  1.5728
H  -2.1974  0.3571  -0.0959
H  -1.0916  2.4229  -0.6778
H  0.0757  2.0572  0.5470
H  0.0452  0.8379  -2.1700
H  1.3325  0.9132  -1.0020
H  -0.7873  -2.1885  2.2635
H  -2.2676  -1.3311  2.1420
H  -1.6874  -2.2344  0.8039
H  -0.4041  -0.6356  -4.5816
H  0.2599  -0.9691  -3.3201
O  -0.6142  -1.0118  -3.7216
H  2.9243  0.4705  1.9118
H  3.3382  -0.4658  2.8410
O  3.6723  0.3889  2.5306

Cartesian forces (eV/Å) of the 6 atoms listed first:
O -0.20 -0.35 -0.14
C 1.22 0.80 0.35
N 0.42 0.26 0.51
C -1.26 0.43 -1.62
N 0.24 0.99 0.93
C -2.64 -1.82 0.73

The largest force on an atom is 3.291 eV/A. Its structure (SMILES) is CC(=O)NCN.O.O. The orbital gap is 9.97 eV. For the energy relative to the best compared isomer or geometry (same formula, charge and spin), the calculation gives 20.8 kcal/mol. The value obtained for the LUMO energy is 0.584 eV. Its total charge is 0.

=====

Record 3
DFT (ωB97M-V/def2-TZVPD) results for a 2-piece molecular cluster, C3H12N2S overall.

Element x y z (Å)
C  -2.3273  -0.7441  1.6735
C  -1.9277  -2.1497  1.1620
S  -0.2058  -2.1150  0.5276
H  -2.4689  -0.7365  2.7431
H  -1.6242  0.0344  1.3846
H  -3.2575  -0.4764  1.1717
H  -2.5766  -2.3845  0.3273
H  -1.9411  -2.8912  1.9504
H  -0.0501  -3.4614  0.5218
N  0.8482  2.3496  -1.0410
C  1.6244  1.0787  -1.1218
N  3.0258  1.1964  -1.4308
H  0.2704  2.5181  -1.8520
H  1.4688  3.1513  -1.0043
H  1.0668  0.4646  -1.8242
H  1.4798  0.6582  -0.1309
H  3.4243  1.8294  -0.7459
H  3.1708  1.6782  -2.3113

Cartesian forces (eV/Å) of the 6 atoms listed first:
C -0.16 -0.41 -0.70
C 0.55 0.92 -0.14
S -0.11 -0.47 0.15
H 0.00 0.13 0.27
H 0.24 -0.06 0.12
H -0.15 0.10 0.31

The largest force on an atom is 1.610 eV/A. Its structure (SMILES) is CCS.NCN. The orbital gap is 9.87 eV. For the energy relative to the best compared isomer or geometry (same formula, charge and spin), the calculation gives 8.7 kcal/mol. The value obtained for the LUMO energy is 0.946 eV. Its total charge is 0.

=====

Record 4
DFT (ωB97M-V/def2-TZVPD) results for a 2-piece molecular cluster, C3H12N2S overall.

Element x y z (Å)
C  3.3016  0.7083  -0.4583
S  1.8700  0.3735  0.5918
C  1.2720  2.0555  0.8494
H  3.8462  1.5565  -0.0358
H  2.9792  0.8284  -1.4991
H  3.9069  -0.1986  -0.4013
H  1.3791  2.5775  -0.1036
H  0.2548  2.0504  1.2221
H  1.8955  2.6430  1.5385
N  -1.5027  -0.4497  0.0093
C  -2.0935  -1.7648  -0.1363
N  -3.5350  -1.8465  -0.2621
H  -0.5057  -0.4063  0.0715
H  -1.9227  0.2568  0.5922
H  -1.6076  -2.2034  -1.0218
H  -1.7823  -2.4113  0.6902
H  -3.9406  -1.1141  -0.8419
H  -3.8152  -2.6551  -0.8050

Cartesian forces (eV/Å) of the 6 atoms listed first:
C -0.08 -0.75 0.57
S 0.30 1.17 -0.15
C 0.33 0.06 -0.20
H -0.14 0.03 -0.31
H -0.08 0.28 0.20
H 0.05 0.09 -0.05

The largest force on an atom is 1.627 eV/A. The orbital gap (alpha / beta) is 7.87 / 2.80 eV. For the energy relative to the best compared isomer or geometry (same formula, charge and spin), the calculation gives 23.3 kcal/mol. The value obtained for the LUMO energy (alpha / beta) is -3.694 / -8.757 eV. Its spin multiplicity is 2. Its total charge is +1.

=====

Record 5
DFT (ωB97M-V/def2-TZVPD) results for a 2-piece molecular cluster, C3H12N3 overall.

Element x y z (Å)
C  -1.1518  1.4333  -0.9605
N  0.9953  1.4113  0.8690
C  1.1602  1.2123  -0.5232
N  0.2083  1.0448  -1.3471
H  -1.8517  0.7679  -1.4577
H  -1.3064  2.4545  -1.3196
H  -1.3605  1.3879  0.1139
H  1.9140  1.6217  1.2486
H  0.3904  2.1949  1.0750
H  2.1740  1.2548  -0.9083
C  0.1573  -2.3051  -0.1337
N  -0.4418  -1.4013  0.9084
H  1.1781  -2.5120  0.1824
H  -0.4343  -3.2168  -0.1579
H  0.1505  -1.7911  -1.0896
H  0.1512  -0.5677  1.0996
H  -0.5542  -1.9436  1.7938
H  -1.3790  -1.0456  0.6066

Cartesian forces (eV/Å) of the 6 atoms listed first:
C 1.19 -0.49 -0.29
N 0.24 -0.23 0.98
C 2.39 -0.54 0.53
N -2.93 -0.36 -1.63
H -0.31 0.07 -0.20
H -0.51 0.20 0.08

The largest force on an atom is 3.371 eV/A. The orbital gap (alpha / beta) is 2.05 / 7.69 eV. For the energy relative to the best compared isomer or geometry (same formula, charge and spin), the calculation gives 68.8 kcal/mol. The value obtained for the LUMO energy (alpha / beta) is 0.027 / -0.089 eV. Its spin multiplicity is 2. Its total charge is 0.

=====

Record 6
DFT (ωB97M-V/def2-TZVPD) results for a 2-piece molecular cluster, C3H12N3 overall.

Element x y z (Å)
C  -1.8285  1.1897  -0.2943
C  -1.2446  -1.1955  -0.2305
C  0.0989  0.5007  0.7662
N  2.3307  -0.9141  0.1809
N  1.7888  0.3678  -0.3392
N  -1.0218  0.1711  0.2377
H  -1.8506  2.1836  0.1755
H  -1.8401  1.1642  -1.4434
H  -3.0080  0.9051  -0.2366
H  -1.5406  -1.8469  0.6372
H  -2.2356  -1.2112  -0.7289
H  -0.3207  -1.7272  -0.5762
H  1.8623  0.1107  -1.3070
H  0.2389  1.5523  1.1997
H  0.6945  -0.3761  1.2172
H  3.1288  -1.1481  -0.4174
H  2.4341  -0.9491  1.2118
H  2.3137  1.2230  -0.0525

Cartesian forces (eV/Å) of the 6 atoms listed first:
C -5.79 0.16 -2.78
C -1.12 -1.70 1.80
C 2.43 -0.81 2.86
N -0.47 0.94 -0.22
N 1.01 -0.91 1.20
N 0.53 -0.10 -0.33

The largest force on an atom is 6.425 eV/A. The orbital gap is 10.66 eV. For the energy relative to the best compared isomer or geometry (same formula, charge and spin), the calculation gives 102.6 kcal/mol. The value obtained for the LUMO energy is -3.014 eV. Its total charge is +1.

=====

Record 7
DFT (ωB97M-V/def2-TZVPD) results for a 2-piece molecular cluster, C3H12N3O overall.

Element x y z (Å)
C  0.3822  -0.0157  -0.2358
N  0.7032  1.1192  -0.9147
N  -0.5057  0.1451  0.7412
N  0.8942  -1.1705  -0.6368
C  -2.3320  -0.5527  2.2357
C  -1.0918  -0.9896  1.5107
H  0.6632  1.9987  -0.3939
H  1.1685  1.0845  -1.8251
H  -0.7436  1.0858  1.0654
H  1.5925  -1.1966  -1.3839
H  0.4140  -2.0288  -0.3552
H  -1.9116  0.0656  3.0466
H  -2.9775  -1.3275  2.6826
H  -2.9511  0.0903  1.5878
H  -0.2813  -1.3525  2.1717
H  -1.3843  -1.8257  0.8468
O  2.4834  1.4075  -3.2325
H  2.7946  1.4461  -4.1652
H  3.0832  2.0168  -2.7454

Cartesian forces (eV/Å) of the 6 atoms listed first:
C -0.26 2.37 -0.96
N 0.39 -0.26 0.67
N -0.42 -1.26 0.65
N -0.57 -0.84 0.17
C 0.17 1.30 0.88
C 0.77 -1.06 -0.60

The largest force on an atom is 2.568 eV/A. The orbital gap is 11.55 eV. For the energy relative to the best compared isomer or geometry (same formula, charge and spin), the calculation gives 13.0 kcal/mol. The value obtained for the LUMO energy is -2.794 eV. Its total charge is +1.

=====

For each record above, in turn, the calculated calculated total energy values are -12423.93164 -12428.44631 -17120.46902 -17111.57480 -7770.96019 -7766.18155 -9818.24991 eV.